{"formula": "C40H59F21O23", "method": "ωB97M-V/def2-TZVPD", "symbols": ["C", "C", "O", "C", "O", "C", "F", "F", "F", "H", "H", "H", "H", "H", "C", "C", "O", "C", "O", "C", "F", "F", "F", "H", "H", "H", "H", "H", "C", "C", "O", "C", "O", "C", "F", "F", "F", "H", "H", "H", "H", "H", "C", "C", "O", "C", "O", "C", "F", "F", "F", "H", "H", "H", "H", "H", "C", "C", "O", "C", "O", "C", "F", "F", "F", "H", "H", "H", "H", "H", "C", "C", "O", "C", "O", "C", "F", "F", "F", "H", "H", "H", "H", "H", "C", "C", "O", "C", "O", "C", "F", "F", "F", "H", "H", "H", "H", "H", "C", "C", "O", "C", "O", "O", "C", "H", "H", "H", "H", "H", "H", "H", "H", "C", "C", "O", "C", "O", "O", "C", "H", "H", "H", "H", "H", "H", "H", "H", "C", "C", "O", "C", "O", "O", "C", "H", "H", "H", "H", "H", "H", "H", "H"], "xyz": [[-10.677336, -24.115530, 15.378949], [-11.570252, -25.116352, 16.080221], [-11.754665, -24.774465, 17.446053], [-12.402545, -25.581966, 18.239432], [-12.886002, -26.632218, 17.938111], [-12.464035, -25.083177, 19.710528], [-13.606688, -25.452432, 20.256524], [-11.446493, -25.572110, 20.402490], [-12.401634, -23.749988, 19.738541], [-10.756407, -24.210128, 14.299363], [-9.696594, -24.272666, 15.837225], [-10.823189, -23.050671, 15.579300], [-11.158750, -26.121153, 15.958056], [-12.547788, -25.226376, 15.598906], [2.766275, -23.223022, 17.135338], [1.341887, -23.690022, 16.846048], [1.076644, -24.857955, 17.598437], [-0.204400, -25.214288, 17.720626], [-1.157268, -24.553689, 17.444062], [-0.380630, -26.621921, 18.344196], [-1.312023, -26.557641, 19.307432], [-0.892115, -27.423921, 17.381293], [0.746991, -27.127659, 18.818546], [3.420473, -24.002615, 16.734056], [2.925389, -23.203378, 18.213170], [2.996417, -22.265385, 16.682772], [1.164869, -23.759080, 15.772353], [0.693301, -22.881213, 17.200209], [-4.305839, -22.170653, 20.031003], [-4.330270, -21.239889, 18.811075], [-4.243964, -19.883652, 19.251754], [-5.367573, -19.229979, 19.485298], [-6.424088, -19.743431, 19.683751], [-5.141982, -17.699671, 19.608451], [-6.155696, -17.115464, 18.981475], [-5.150890, -17.371036, 20.887904], [-4.031318, -17.264625, 19.063257], [-5.237010, -22.165395, 20.598057], [-3.522931, -21.851437, 20.718970], [-4.145819, -23.213216, 19.750574], [-5.248184, -21.439537, 18.263061], [-3.421906, -21.480473, 18.265967], [-3.877342, -29.108840, 15.624658], [-4.607591, -30.018154, 16.585539], [-4.356140, -29.645583, 17.954358], [-3.244134, -30.072426, 18.500003], [-2.501718, -30.900381, 18.086023], [-3.020024, -29.502693, 19.916713], [-4.014098, -28.696561, 20.266263], [-2.886800, -30.456706, 20.825920], [-1.873961, -28.811097, 19.897549], [-4.032561, -28.066059, 15.890244], [-4.253834, -29.303545, 14.618425], [-2.826415, -29.409016, 15.629334], [-4.443908, -31.082512, 16.421601], [-5.681315, -29.868281, 16.456994], [-8.102614, -21.804041, 14.959369], [-6.632800, -21.575810, 14.683433], [-6.215255, -20.355529, 15.311876], [-6.545612, -19.186552, 14.813101], [-7.227936, -19.046647, 13.849571], [-5.907297, -17.969465, 15.469752], [-5.062648, -17.449494, 14.576421], [-6.763762, -17.018765, 15.768866], [-5.219137, -18.283481, 16.556204], [-8.687474, -20.967237, 14.583267], [-8.342570, -22.047604, 15.995533], [-8.488473, -22.677695, 14.425177], [-6.522732, -21.485105, 13.601497], [-5.997329, -22.366480, 15.069679], [-2.757886, -20.961341, 15.148642], [-1.824177, -20.337960, 16.173474], [-1.101409, -19.241494, 15.620359], [0.105739, -19.455112, 15.161622], [0.689252, -20.481717, 15.131912], [0.724337, -18.209058, 14.467735], [0.744135, -18.377617, 13.138531], [0.037031, -17.114121, 14.786916], [2.003840, -18.092914, 14.860936], [-2.152540, -21.175044, 14.265416], [-3.584443, -20.328087, 14.836409], [-3.145305, -21.896844, 15.552301], [-1.131138, -21.082317, 16.573770], [-2.353654, -19.968070, 17.053839], [1.240074, -28.370710, 12.020877], [0.562990, -28.072804, 13.354411], [-0.800075, -27.694943, 13.171268], [-1.099114, -26.424616, 12.910202], [-0.251870, -25.649541, 12.589510], [-2.612276, -26.167343, 13.004649], [-2.876215, -25.665076, 14.209114], [-2.984466, -25.273933, 12.083388], [-3.319661, -27.268533, 12.767808], [2.283036, -28.674903, 12.095569], [1.136579, -27.487955, 11.396645], [0.750742, -29.264381, 11.626649], [1.095372, -27.312721, 13.928215], [0.526267, -28.975778, 13.960890], [-7.661364, -31.688948, 16.082084], [-7.426866, -30.320048, 15.447649], [-6.164737, -30.262725, 14.809940], [-6.000123, -30.754092, 13.593687], [-6.827094, -31.309855, 12.930176], [-4.763692, -30.458888, 13.201892], [-4.218556, -31.208221, 12.098779], [-8.612362, -31.766219, 16.603727], [-6.866339, -31.867805, 16.809198], [-7.622974, -32.404530, 15.262159], [-7.456095, -29.483492, 16.146615], [-8.288440, -30.167060, 14.786770], [-4.210292, -32.269513, 12.346130], [-3.181521, -30.884343, 12.103186], [-4.696031, -30.985950, 11.152479], [-8.904883, -27.383526, 14.572634], [-7.422799, -27.231385, 14.256137], [-6.921722, -25.978160, 14.754550], [-6.138409, -26.008384, 15.823321], [-6.000508, -26.923312, 16.591061], [-5.394508, -24.914415, 15.828471], [-4.596834, -24.622327, 16.969850], [-9.533570, -26.532576, 14.300706], [-9.092224, -27.540627, 15.633533], [-9.249936, -28.161290, 13.884781], [-7.298919, -27.141457, 13.178643], [-6.899510, -28.115084, 14.614435], [-4.244028, -23.600414, 16.833244], [-3.724796, -25.268322, 16.987969], [-5.204943, -24.605852, 17.871244], [-6.968899, -27.549491, 10.743793], [-5.677857, -28.332270, 10.619472], [-4.673535, -27.436923, 10.131767], [-3.470501, -27.944727, 9.952353], [-3.195259, -29.114084, 9.984430], [-2.615089, -26.958537, 9.763899], [-1.241290, -27.268255, 9.640073], [-7.751531, -28.205517, 11.121046], [-7.298838, -27.186617, 9.768186], [-6.814221, -26.652013, 11.342756], [-5.820368, -29.195448, 9.968982], [-5.346217, -28.709650, 11.589070], [-0.943775, -27.443779, 8.605854], [-0.984153, -28.109671, 10.279085], [-0.628556, -26.428324, 9.966584]], "forces_ev_per_angstrom": [[0.38, 0.42, 1.16], [-1.05, -0.50, -1.31], [0.82, 1.17, 0.28], [-0.29, -0.92, 0.30], [-0.16, -0.28, -0.14], [-0.09, 0.64, -1.18], [-0.19, -0.27, 0.32], [0.26, -0.23, 0.32], [0.09, 0.26, 0.25], [0.47, -0.42, -0.01], [0.37, -0.17, -0.87], [-0.82, -0.17, 0.24], [0.25, 0.05, 0.48], [-0.11, 0.39, 0.18], [-0.11, -1.53, -0.06], [0.25, 2.75, 0.32], [-0.47, -1.25, -0.27], [0.71, 0.27, 0.44], [-0.33, 0.14, -0.34], [-0.79, 0.27, -0.28], [0.70, 0.40, -0.16], [0.49, 0.00, 0.20], [-0.25, -0.16, -0.01], [0.33, 0.31, 0.02], [0.01, 0.23, -0.01], [-0.14, 0.06, -0.08], [-0.12, -0.68, 0.07], [-0.27, -0.27, -0.08], [-0.30, 0.06, 0.29], [-0.12, -1.53, 1.58], [0.70, 0.59, -0.96], [0.37, -0.49, 0.54], [-0.57, 0.20, -0.27], [-0.70, -0.90, -0.46], [-0.46, 0.48, 0.07], [-0.06, 0.33, 0.68], [0.88, 0.10, -0.25], [-0.10, 0.25, -0.14], [0.16, -0.14, -0.09], [0.23, 0.10, -0.16], [0.10, 0.41, -0.39], [-0.13, 0.50, -0.45], [0.49, -0.65, -0.04], [-1.05, 0.58, 0.17], [0.24, 0.38, 0.21], [-0.76, -0.45, 0.83], [0.95, -0.58, -0.73], [0.10, 0.35, -0.71], [-0.07, 0.26, 0.43], [-0.18, -0.34, 0.16], [-0.02, -0.11, 0.26], [0.19, -0.02, 0.11], [0.47, 0.48, 0.63], [0.15, 0.47, -0.01], [0.44, 0.03, 0.16], [1.26, 0.31, 1.37], [-0.55, -0.73, -0.10], [-1.07, 0.08, -0.59], [1.26, 0.16, 1.45], [-0.60, -0.92, -0.72], [-0.64, 0.52, -0.79], [0.56, 0.11, -0.15], [0.49, 0.00, -0.27], [-0.78, 0.12, 0.25], [0.38, -0.23, 0.60], [0.00, 0.12, 0.29], [0.22, 0.50, 0.16], [0.41, 0.00, -0.25], [0.34, 0.07, 0.06], [0.10, 0.11, 0.07], [0.64, 0.05, -0.12], [-0.47, -0.73, 0.77], [-0.39, 0.94, 0.18], [-0.25, 0.65, -0.95], [0.89, -1.46, 0.26], [0.08, -0.35, 0.51], [-0.31, 0.16, 0.26], [0.40, 0.16, -0.34], [-0.41, 0.28, 0.03], [-0.16, -0.26, -0.06], [0.03, 0.17, 0.22], [-0.05, -0.02, -0.09], [0.11, 0.00, -0.36], [-0.06, 0.40, -0.29], [-0.51, -0.34, 0.36], [1.12, -0.25, 0.09], [-1.42, -0.28, 0.54], [1.54, -1.44, -0.50], [-0.42, 1.31, 0.07], [0.18, 0.57, -0.87], [-0.31, -0.23, 0.24], [0.16, 0.15, 0.29], [-0.10, -0.18, 0.55], [0.10, 0.38, 0.38], [0.14, -0.23, -0.34], [-0.19, 0.33, -0.48], [-0.15, 0.16, -0.12], [-0.15, 0.05, 0.05], [0.79, 0.45, 0.06], [-2.09, -0.68, 0.17], [-0.80, -0.05, -1.36], [-0.30, 0.07, -0.79], [-0.36, -0.40, -0.17], [-0.09, -0.48, -0.20], [0.65, -0.07, 0.55], [-0.11, 0.17, -0.13], [-0.06, -0.32, -0.08], [-0.02, -0.27, 0.23], [0.21, -0.16, 0.16], [0.59, 0.21, -0.49], [-0.38, -0.01, -0.15], [-0.03, 0.09, -0.40], [-0.11, -0.03, 0.05], [-0.04, 0.28, -0.62], [-1.13, 0.46, -0.18], [0.13, 0.00, -0.06], [1.08, -0.71, -0.08], [-0.53, -0.18, 0.34], [-0.53, 1.10, -0.40], [0.12, 0.37, -0.04], [0.51, 0.34, -0.15], [0.02, -0.56, -0.05], [-0.24, -0.42, 0.66], [0.07, -0.14, 0.19], [0.43, 0.54, 0.15], [0.02, -0.02, -0.23], [-0.11, -0.22, 0.40], [0.12, -0.52, 0.14], [0.28, 0.20, -0.64], [-0.35, -0.13, 0.32], [-0.47, 0.47, -0.18], [0.24, -0.56, 0.13], [0.12, -0.45, 0.03], [0.03, 1.11, -0.17], [0.87, -0.30, 0.03], [-0.02, 0.13, 0.27], [0.07, -0.14, -0.08], [-0.13, -0.17, 0.20], [0.23, 0.10, -0.21], [-0.03, 0.05, 0.00], [-0.32, -0.32, -0.03], [-0.07, -0.21, -0.23], [-0.52, 0.31, 0.15]], "total_charge": 0, "multiplicity": 1, "energy_ev": -146597.867}

***

{"formula": "C6H12OS", "method": "ωB97M-V/def2-TZVPD", "symbols": ["C", "C", "C", "C", "C", "C", "S", "O", "H", "H", "H", "H", "H", "H", "H", "H", "H", "H", "H", "H"], "xyz": [[-1.770725, 1.069297, -0.308408], [-1.110234, -0.045656, -0.327667], [-1.620786, -1.262692, 0.228127], [0.298053, 0.068087, -0.887314], [1.416884, -0.418811, 0.074490], [1.170295, 0.146052, 1.431120], [0.924296, -0.828456, -2.688849], [2.150412, 0.244053, -2.931622], [-1.474748, 2.076618, -0.811285], [-2.749814, 1.149427, 0.270343], [-2.588437, -1.247428, 0.733858], [-0.971074, -1.822793, 0.863606], [-1.964902, -1.923328, -0.540319], [0.538043, 1.059241, -1.323241], [1.392398, -1.603069, -0.015236], [2.347486, -0.143440, -0.398805], [1.465374, 1.081582, 1.569272], [1.563356, -0.589946, 2.196420], [0.039663, 0.192820, 1.754681], [1.758919, 1.018067, -3.328225]], "forces_ev_per_angstrom": [[-2.72, 4.02, 0.24], [2.37, 0.82, -1.58], [-1.63, -2.05, 0.64], [1.63, -1.14, -2.02], [-1.71, -2.11, -1.72], [-2.99, -5.13, 2.23], [-1.57, 0.26, 1.77], [0.43, -0.07, 0.21], [-0.20, -2.12, 0.97], [1.24, -0.22, -0.96], [0.13, 1.08, 0.50], [0.77, -0.29, 0.33], [0.52, -0.74, -1.08], [-0.56, -0.30, 0.83], [0.02, 2.36, 0.72], [0.43, 0.20, 0.25], [1.85, 3.97, 0.60], [0.09, 1.26, -0.55], [1.94, -0.27, -1.00], [-0.04, 0.48, -0.38]], "total_charge": 0, "multiplicity": 1, "energy_ev": -19296.389}

***

For reference, HOMO by record: -10.819, -8.608 eV.